Entry 1:
A structure of composition C25H24BiClNOP. Source: OMol25; level of theory: the ωB97M-V functional and the def2-TZVPD basis.

Positions of all 54 atoms, in Å:
H: 1.809 4.957 -4.601
C: 3.125 -2.026 -3.942
H: -1.261 -1.289 6.326
H: 2.822 -1.717 5.009
H: -0.674 -2.557 -3.333
H: -4.987 -0.410 -2.228
C: -1.813 -0.473 -4.452
H: 0.341 3.459 -5.945
C: -4.212 -0.629 -4.233
N: -0.204 0.376 2.256
C: 1.319 2.478 -2.331
C: -2.845 -0.235 -2.290
H: 0.571 1.597 0.031
C: -0.818 -0.574 4.332
C: -4.091 -0.419 -2.856
H: 0.401 1.181 2.171
H: 1.579 2.211 -1.299
C: 1.456 -0.800 3.586
H: 4.197 -1.877 -4.106
C: 0.622 3.181 -4.929
H: -1.494 0.820 -0.101
H: 2.853 -0.086 -3.035
H: 0.672 -4.339 -4.425
H: 2.251 -0.638 2.838
C: -3.069 -0.658 -5.033
H: -5.196 -0.781 -4.683
Bi: -0.053 -0.085 0.035
C: 1.831 -0.716 0.141
C: -1.697 -0.250 -3.076
C: 0.156 1.982 -4.384
H: -1.853 -0.225 4.183
C: -0.489 -1.167 5.550
H: -0.479 1.340 -4.978
C: 0.154 -0.415 3.398
Cl: -1.181 -2.212 -0.049
H: -1.188 0.647 2.195
H: -0.918 -0.508 -5.088
C: 0.503 1.628 -3.076
C: 1.777 -1.401 4.809
H: 3.111 -4.006 -4.807
H: 1.074 -2.031 6.757
C: 1.152 -3.407 -4.120
H: -2.746 -0.099 -1.207
C: 0.819 -1.580 5.787
H: -3.151 -0.831 -6.106
C: 1.001 -1.216 -3.127
C: 1.790 3.662 -2.870
H: 2.431 4.318 -2.275
C: 2.374 -1.022 -3.338
C: 2.518 -3.219 -4.335
P: -0.060 0.051 -2.471
C: 0.400 -2.413 -3.510
C: 1.445 4.022 -4.173
O: 2.882 -1.239 0.200

- E_LUMO (hartree) = -0.3282
- F_max (eV/Å) = 14.7
- charge = +2
- total energy (eV) = -57480.859


Entry 2:
A structure of composition C25H24Br2ClN4O3PbSSbSe4. Source: OMol25; level of theory: the ωB97M-V functional and the def2-TZVPD basis.

Positions of all 66 atoms, in Å:
C: 2.946 -3.253 1.571
N: -0.328 2.636 1.215
N: -4.466 -0.226 0.817
C: -0.129 4.867 2.068
C: 0.143 2.962 -3.474
H: -5.788 -1.015 2.139
Sb: 3.979 0.535 -1.728
H: -4.675 -3.474 -1.199
C: 1.642 -3.657 1.249
O: 0.666 -2.708 1.369
H: 2.945 -1.164 1.141
C: 1.383 -4.967 0.873
C: -0.655 -3.172 1.581
C: 0.111 4.354 3.337
C: -0.145 2.187 2.432
C: -0.308 3.953 1.041
H: 4.962 -3.922 1.836
C: 0.385 4.368 -3.025
C: -0.214 6.343 1.802
H: -0.374 6.891 2.730
C: -0.088 1.259 -5.143
H: 0.601 5.020 -3.871
O: -2.455 -4.181 0.425
C: -0.037 1.963 -2.528
C: 3.954 -4.204 1.563
H: 2.196 -6.932 0.594
Cl: 4.942 -6.714 1.317
Pb: 0.497 -0.823 -0.793
C: 0.110 2.987 3.534
C: -5.249 -1.201 1.215
H: 0.302 5.019 4.171
H: -6.069 -3.182 0.892
N: -3.853 -1.589 -1.005
H: -1.167 -2.365 2.113
H: 0.297 2.543 4.498
Se: 2.600 -1.762 -2.069
Se: 3.355 1.912 1.838
C: 2.403 -5.908 0.866
H: -0.068 2.206 -1.472
O: -1.138 -2.813 -0.747
N: -0.182 0.680 -2.837
H: 0.706 6.706 1.341
H: -0.121 0.923 -6.169
H: -3.169 -1.755 -1.735
C: 0.139 2.583 -4.807
S: -2.801 0.818 -0.945
Se: 2.155 1.509 -0.081
C: -3.741 -0.392 -0.311
Br: -0.344 0.321 2.697
H: -0.455 4.295 0.022
C: -0.237 0.353 -4.111
C: 3.675 -5.519 1.230
H: -0.663 -4.059 2.219
H: -0.480 4.754 -2.482
H: 0.384 -5.264 0.584
H: 4.261 -1.675 2.204
H: 2.587 -1.535 2.799
H: 0.322 3.320 -5.578
C: -5.422 -2.402 0.526
Se: 3.493 1.947 -3.680
C: -1.472 -3.428 0.296
H: 1.247 4.381 -2.356
Br: -0.642 -1.457 -4.492
H: -1.035 6.552 1.117
C: 3.214 -1.835 1.959
C: -4.634 -2.592 -0.585

- E_LUMO (hartree) = 0.1497
- F_max (eV/Å) = 1.1
- charge = -2
- ΔE to the lowest compared entry with this formula, charge and spin (kcal per mole) = 46.6
- total energy (eV) = -475036.281


Entry 3:
A structure of composition C25H24ClN3NiSb. Source: OMol25; level of theory: the ωB97M-V functional and the def2-TZVPD basis.

Positions of all 55 atoms, in Å:
C: 1.775 2.393 -0.887
H: 0.366 -2.184 -1.369
H: -2.926 5.494 1.962
C: 4.150 2.582 -0.704
H: 5.084 0.880 0.208
N: 1.785 1.193 -0.276
C: -0.294 -2.660 1.236
N: -0.559 0.222 -1.919
Sb: -0.034 3.262 -1.675
C: 4.159 1.340 -0.106
H: -2.813 3.591 3.555
H: -1.767 5.266 -0.237
H: 2.587 -0.651 1.737
H: -2.432 -5.257 0.641
C: -1.677 2.355 2.230
H: 2.892 4.069 -1.614
Cl: -0.334 -7.176 0.752
C: -1.479 -3.363 0.985
H: -1.405 2.494 -4.251
H: 0.306 -0.871 2.222
H: -1.364 -0.915 1.661
H: 1.801 -2.941 1.649
C: -1.593 0.365 -4.497
C: -2.348 3.526 2.582
H: 5.073 3.125 -0.863
C: -0.332 -1.178 1.386
H: -0.625 0.811 3.278
C: -1.113 3.269 0.184
H: 3.955 -1.122 0.723
C: 0.870 -3.420 1.381
C: 2.953 -0.698 0.710
C: -1.626 1.228 3.211
C: -0.321 -5.453 0.944
C: 0.865 -4.799 1.231
C: -1.504 -4.738 0.833
C: 2.936 3.111 -1.114
H: 2.290 -1.359 0.155
H: -2.307 0.429 2.916
Ni: -0.079 0.363 0.125
C: -1.270 1.520 -3.799
N: -1.076 2.225 1.032
C: -0.749 1.413 -2.522
C: -1.766 4.453 0.478
C: 2.961 0.658 0.093
H: -1.539 -1.777 -4.422
H: -2.009 0.417 -5.494
C: -2.407 4.582 1.700
H: 1.777 -5.367 1.352
H: -2.411 -2.814 0.911
H: -1.927 1.573 4.197
C: -0.818 -0.902 -2.609
H: -0.444 -2.995 -2.726
H: -1.355 -2.499 -1.304
C: -1.340 -0.851 -3.901
C: -0.541 -2.217 -1.971

- E_LUMO (spin up / spin down) (hartree) = -0.1089 / -0.1166
- F_max (eV/Å) = 0.2
- charge = +1
- ΔE to the lowest compared entry with this formula, charge and spin (kcal per mole) = 0.0
- total energy (eV) = -90882.034
- spin multiplicity = 3
- expectation value of S² = 2.01


Among the records above, which one has the lowest charge? C25H24Br2ClN4O3PbSSbSe4